{"formula": "C32H80B2F6N5O12S2Zn", "method": "ωB97M-V/def2-TZVPD", "largest_force_ha_per_bohr": 0.0785, "e_above_lowest_ev": 0.0000, "total_energy_ha": -5668.23044, "lumo_ha": 0.0775, "total_charge": -1, "species": ["Zn", "B", "H", "H", "H", "H", "B", "H", "H", "H", "H", "C", "F", "F", "F", "S", "O", "O", "N", "S", "O", "O", "C", "F", "F", "F", "C", "C", "C", "O", "H", "H", "H", "H", "H", "H", "H", "H", "C", "O", "C", "C", "N", "C", "C", "O", "C", "H", "H", "H", "H", "H", "H", "H", "H", "H", "H", "H", "H", "H", "H", "H", "C", "O", "C", "C", "N", "C", "C", "O", "C", "H", "H", "H", "H", "H", "H", "H", "H", "H", "H", "H", "H", "H", "H", "H", "C", "O", "C", "C", "N", "C", "C", "O", "C", "H", "H", "H", "H", "H", "H", "H", "H", "H", "H", "H", "H", "H", "H", "H", "C", "C", "C", "C", "C", "C", "N", "O", "C", "C", "C", "H", "H", "H", "H", "H", "H", "H", "H", "H", "H", "H", "H", "H", "H", "H", "H", "H", "H", "H"], "xyz": [[1.82956, 2.26237, -2.24949], [0.50594, 3.77501, -2.58299], [-0.25403, 4.63256, -2.64434], [0.60295, 3.42768, -1.50122], [0.21507, 2.87276, -3.24447], [1.57406, 4.15323, -2.85165], [0.93486, 0.65430, -1.16595], [1.21045, 1.58943, -0.58714], [0.62752, -0.13282, -0.39459], [0.06666, 0.91310, -1.87277], [1.90252, 0.41737, -1.71271], [2.53297, -0.77613, -4.61094], [2.52472, -1.64061, -5.61363], [1.86681, -1.25684, -3.58536], [3.81822, -0.67095, -4.23437], [1.83570, 0.91515, -5.16901], [2.18527, 0.94386, -6.57235], [0.42200, 0.89303, -4.88551], [2.62648, 1.98771, -4.05473], [3.72224, 2.83426, -4.84188], [4.24198, 3.81711, -3.93090], [4.66915, 2.01924, -5.57346], [2.78476, 3.99611, -6.08362], [3.26096, 5.21932, -6.02152], [2.95772, 3.58491, -7.33127], [1.49691, 3.94425, -5.78329], [5.13168, 0.95278, -1.42368], [4.46021, 1.90521, -0.43826], [5.47771, 2.82743, 0.24732], [3.53294, 2.77178, -1.14503], [5.94498, 1.46410, -1.94277], [4.41480, 0.66474, -2.19069], [5.51554, 0.14613, -0.80044], [3.95199, 1.26437, 0.28518], [5.02896, 3.28176, 1.13159], [5.91386, 3.57976, -0.41094], [6.32313, 2.21150, 0.56289], [3.74542, 3.68447, -0.93370], [-4.66188, -3.54381, 0.35039], [-3.84964, -2.52702, -0.17250], [-2.55561, -3.03713, -0.49577], [-1.56577, -2.00922, -0.90074], [-2.04029, -0.87390, -1.70994], [-2.14774, -1.18016, -3.13182], [-3.47282, -1.91097, -3.51551], [-4.59261, -1.59278, -2.73323], [-5.63897, -2.45973, -3.00279], [-5.60830, -3.12319, 0.67964], [-4.17858, -3.99098, 1.23454], [-4.74118, -4.36481, -0.37209], [-2.65304, -3.78169, -1.30553], [-2.28791, -3.59404, 0.41326], [-0.65697, -2.40517, -1.37466], [-1.23320, -1.60734, 0.06350], [-1.21302, -0.27953, -1.65919], [-1.29787, -1.70007, -3.59296], [-2.26066, -0.22932, -3.65552], [-3.22407, -2.98259, -3.44997], [-3.71532, -1.76843, -4.57716], [-6.10776, -2.33412, -3.98969], [-6.48960, -2.29244, -2.33306], [-5.48250, -3.53846, -2.87311], [-2.06660, -1.40076, 6.63896], [-1.74664, -0.25208, 5.87935], [-2.36239, 0.91869, 6.35697], [-2.46214, 2.03738, 5.34098], [-1.19482, 2.76058, 5.10880], [-0.09818, 1.84423, 4.79306], [0.94038, 2.49611, 3.89568], [0.35222, 2.97843, 2.69471], [1.35260, 3.22956, 1.74317], [-3.11048, -1.51462, 6.94042], [-1.42505, -1.37186, 7.52801], [-1.78601, -2.25561, 6.02409], [-1.83034, 1.25272, 7.26219], [-3.37060, 0.77050, 6.76743], [-3.19964, 2.76385, 5.68953], [-2.85079, 1.68385, 4.38362], [-1.25571, 3.35658, 4.29074], [-0.43130, 1.00682, 4.16806], [0.40345, 1.39152, 5.64925], [1.66513, 1.73995, 3.56645], [1.51639, 3.25881, 4.43647], [2.12663, 3.88874, 2.15860], [1.00175, 3.69900, 0.82369], [1.86851, 2.32547, 1.39660], [-3.48892, -0.88989, 2.37995], [-3.06372, -0.22907, 1.21829], [-2.61133, 1.06167, 1.53854], [-2.08408, 1.84602, 0.35019], [-3.14966, 1.92586, -0.65779], [-2.57910, 2.60637, -1.89409], [-3.74650, 2.77432, -2.83147], [-4.10446, 1.58361, -3.48432], [-5.30211, 1.62503, -4.21874], [-3.89961, -1.88259, 2.20279], [-4.27483, -0.32886, 2.90142], [-2.60110, -1.06514, 3.00328], [-1.79707, 1.05837, 2.28236], [-3.36809, 1.65648, 2.07527], [-1.13239, 1.42868, 0.02385], [-1.79148, 2.85992, 0.66740], [-3.76859, 2.65047, -0.29987], [-1.75672, 2.06060, -2.34820], [-2.17501, 3.55730, -1.53608], [-3.45811, 3.57001, -3.53991], [-4.67511, 3.13492, -2.36656], [-5.19203, 2.26963, -5.09416], [-6.11131, 1.98065, -3.56858], [-5.54175, 0.59518, -4.46883], [0.49880, -1.53682, 3.03758], [1.69855, -2.43541, 2.72355], [1.26391, -3.90295, 2.89724], [2.12507, -4.97413, 2.22901], [2.42361, -4.58196, 0.79655], [3.00093, -3.17292, 0.63023], [2.08958, -2.25177, 1.31563], [2.39412, -0.91758, 1.00642], [4.45141, -3.18622, 1.17833], [2.97082, -2.92955, -0.87257], [2.86606, -2.14315, 3.73084], [-0.24620, -1.56755, 2.24480], [0.91399, -0.54696, 3.22385], [0.06860, -1.88655, 3.97804], [1.12232, -4.14352, 3.95472], [0.27046, -4.03111, 2.45437], [1.63324, -5.94309, 2.35033], [3.10279, -5.19180, 2.68007], [1.46676, -4.65249, 0.25976], [2.98353, -5.38124, 0.30215], [4.68890, -4.08900, 1.74403], [5.19623, -3.16902, 0.37790], [4.66865, -2.33584, 1.82383], [3.34958, -3.80155, -1.41366], [1.98542, -2.75324, -1.29833], [3.64218, -2.11534, -1.15580], [3.40915, -1.22748, 3.48787], [3.54943, -2.98732, 3.69441], [2.39485, -1.93003, 4.69212], [1.72664, -0.67431, 0.31668]], "lowdin_charge": [0.4696, -0.4056, 0.0108, -0.0302, -0.0062, -0.0068, -0.4008, -0.0178, 0.0267, 0.0115, 0.0076, -0.6586, 0.1511, 0.1433, 0.1133, 0.6985, -0.2686, -0.2707, -0.3241, 0.5935, -0.3040, -0.2851, -0.6649, 0.1598, 0.1355, 0.1458, -0.0258, -0.4142, -0.0392, -0.0892, 0.0908, 0.0561, 0.0867, 0.1266, 0.0781, 0.0913, 0.0848, 0.1102, -0.1408, -0.2040, -0.2124, -0.1975, -0.0019, -0.1757, -0.2218, -0.1622, -0.1612, 0.0921, 0.0756, 0.0832, 0.1153, 0.1140, 0.1183, 0.0938, 0.0354, 0.1144, 0.0991, 0.1029, 0.1175, 0.0807, 0.0859, 0.0817, -0.1036, -0.2114, -0.2432, -0.1886, -0.0381, -0.2229, -0.2238, -0.1811, -0.1132, 0.0849, 0.0882, 0.0818, 0.1280, 0.1156, 0.1142, 0.0968, 0.0968, 0.0864, 0.1222, 0.1119, 0.1234, 0.0889, 0.0841, 0.0759, -0.1042, -0.1636, -0.2347, -0.1992, -0.0269, -0.1643, -0.2333, -0.1905, -0.1059, 0.0640, 0.0913, 0.0794, 0.1020, 0.1127, 0.0883, 0.1201, 0.0986, 0.0950, 0.1043, 0.1240, 0.1137, 0.0853, 0.0841, 0.0774, -0.0148, -0.4881, -0.1357, -0.1947, -0.1683, -0.4894, -0.1014, -0.0467, -0.0167, -0.0333, -0.0212, 0.0804, 0.0681, 0.0802, 0.1181, 0.1168, 0.1084, 0.0961, 0.1213, 0.1209, 0.0681, 0.0766, 0.0679, 0.0890, 0.0763, 0.0769, 0.0746, 0.0655, 0.0774, 0.0249]}